Entry from OMol25: 2 unconnected molecules or ions with the total composition C3H8NSi (ωB97M-V/def2-TZVPD).

Properties
Charge: +1
⟨S²⟩: 2.004
Frontier orbital gap (alpha / beta): 8.85 / 4.45 eV
ΔE to the lowest compared entry with this formula, charge and spin: 0.2 kcal per mole
HOMO level (alpha / beta): -12.50 / -15.52 eV
Multiplicity: 3

Each line ends with the Mulliken charge.
Geometry (Å):
C -1.638 0.517 -0.500  0.2226
C -3.024 0.844 -0.614  -0.8413
C 1.775 -0.972 1.078  -0.6825
N -0.617 0.059 -0.260  -0.2305
Si 2.810 -0.235 -0.382  0.3046
H -3.596 0.278 -1.341  0.3086
H -3.523 0.627 0.367  0.2743
H -2.970 1.832 -0.877  0.2848
H 1.103 -0.201 1.449  0.3611
H 0.994 -1.613 0.880  0.4127
H 2.370 -1.461 1.891  0.3629
H 4.260 -0.362 -0.318  0.0596
H 2.058 0.686 -1.371  0.1632

=====

Entry from OMol25: 6 unconnected molecules or ions with the total composition C20H38N8O6 (ωB97M-V/def2-TZVPD).

Properties
Charge: 0
SMILES: N#CC[C@H](C#N)N=C=O.CNC(C)=O.CNC(C)=O.CNC(C)=O.CNC(C)=O.CNC(C)=O
Frontier orbital gap: 8.37 eV
HOMO level: -9.20 eV

Each line ends with the Mulliken charge.
Geometry (Å):
N -1.620 -5.584 0.114  -0.4420
C -2.256 -4.440 -0.026  0.1878
C -2.871 -2.979 -0.525  -0.3232
C -1.566 -1.944 -0.672  0.2170
C -0.777 -2.275 -2.107  -0.0865
N -0.258 -2.721 -3.232  -0.4364
N -0.561 -2.197 0.447  -0.2704
C 0.635 -2.654 -0.069  0.5629
O 1.683 -3.463 -0.385  -0.4438
H -3.327 -3.057 -1.614  0.3527
H -3.665 -2.595 0.256  0.3142
H -1.898 -0.813 -0.630  0.3687
C -2.693 0.043 4.588  -1.4542
C -2.613 -1.303 3.924  0.8686
O -3.451 -1.683 3.110  -0.6691
N -1.567 -2.117 4.250  -0.0998
C -0.488 -1.858 5.174  -0.8947
H -3.579 0.573 4.227  0.2837
H -2.779 -0.078 5.671  0.3747
H -1.809 0.636 4.339  0.4602
H -1.581 -3.006 3.763  0.2260
H 0.453 -1.923 4.624  0.2750
H -0.509 -2.632 5.945  0.3025
H -0.568 -0.876 5.643  0.3390
C 2.316 2.332 -3.431  -1.1883
C 1.170 1.540 -2.868  0.6369
O 0.882 1.564 -1.674  -0.7064
N 0.435 0.776 -3.728  -0.0411
C 0.611 0.615 -5.152  -0.8965
H 2.804 2.888 -2.626  0.3676
H 3.051 1.658 -3.880  0.4093
H 1.949 3.046 -4.173  0.3386
H -0.319 0.273 -3.275  0.1223
H -0.312 0.931 -5.645  0.3104
H 0.781 -0.445 -5.355  0.2875
H 1.448 1.198 -5.537  0.3231
C 4.301 5.096 -5.107  -1.0060
C 3.209 5.255 -6.127  0.8247
O 2.267 4.471 -6.205  -0.6506
N 3.284 6.313 -6.986  -0.1895
C 4.301 7.336 -7.056  -0.8221
H 4.103 4.210 -4.497  0.0545
H 5.264 4.962 -5.607  0.3458
H 4.330 5.969 -4.450  0.3523
H 2.514 6.354 -7.643  0.2388
H 3.817 8.305 -6.906  0.2786
H 4.744 7.306 -8.054  0.2786
H 5.082 7.199 -6.307  0.3198
C 4.348 0.756 1.726  -1.1580
C 5.274 0.760 0.542  0.7908
O 5.895 1.763 0.200  -0.6687
N 5.415 -0.400 -0.163  -0.1599
C 4.780 -1.674 0.076  -0.7754
H 4.340 1.749 2.184  0.2806
H 3.331 0.516 1.406  0.2993
H 4.695 0.035 2.471  0.3532
H 6.055 -0.319 -0.946  0.2200
H 5.563 -2.418 0.239  0.2887
H 4.210 -1.941 -0.818  0.2740
H 4.113 -1.651 0.939  0.2626
C -7.536 -2.473 6.862  -1.3588
C -6.304 -2.263 6.027  0.9040
O -5.501 -1.363 6.261  -0.6240
N -6.089 -3.110 4.979  -0.0590
C -6.906 -4.217 4.544  -0.9207
H -7.569 -1.723 7.657  0.2971
H -8.431 -2.362 6.244  0.3484
H -7.511 -3.464 7.323  0.3521
H -5.240 -2.905 4.464  0.1213
H -6.296 -5.123 4.581  0.2904
H -7.209 -4.030 3.511  0.2769
H -7.793 -4.350 5.164  0.3636

=====

Entry from OMol25: 4 unconnected molecules or ions with the total composition C4H15NO3 (ωB97M-V/def2-TZVPD).

Properties
Charge: -1
⟨S²⟩: 0.751
Frontier orbital gap (alpha / beta): 2.80 / 8.67 eV
ΔE to the lowest compared entry with this formula, charge and spin: 79.3 kcal per mole
HOMO level (alpha / beta): 0.56 / -5.43 eV
Multiplicity: 2

Each line ends with the Mulliken charge.
Geometry (Å):
C -0.242 -0.169 -1.726  -1.5655
C -0.307 -0.705 -0.255  1.2644
C -0.890 -1.877 0.039  -2.1450
C -0.653 1.227 1.335  -0.8446
N 0.258 0.078 0.771  -0.1442
H -0.974 0.610 -1.731  0.3524
H -0.602 -1.144 -2.471  0.2887
H 0.856 0.272 -1.778  0.2918
H -1.195 -2.484 -0.738  0.3837
H -1.098 -2.404 0.813  0.5814
H -0.982 1.017 2.343  0.4389
H -1.479 1.186 0.568  -0.3041
H 0.023 2.139 1.277  0.3436
H 0.459 -0.500 1.574  0.2331
H 3.949 -1.104 0.211  0.3163
H 2.991 -1.798 -0.789  0.3220
O 3.792 -1.797 -0.353  -0.6606
H 1.637 1.714 0.018  0.3150
H 2.181 2.052 1.291  0.3410
O 2.474 1.908 0.344  -0.5889
H -3.620 -0.081 0.078  0.0129
H -3.593 1.300 -0.383  0.2380
O -2.985 0.558 -0.439  -0.4706

=====

Entry from OMol25: C5H14N2O in the gas phase (ωB97M-V/def2-TZVPD).

Properties
Charge: 0
SMILES: CNC[C@@H](N)[C@@H](C)O
Frontier orbital gap: 9.73 eV
ΔE to the lowest compared entry with this formula, charge and spin: 49.8 kcal per mole
HOMO level: -8.75 eV

Each line ends with the Mulliken charge.
Geometry (Å):
N 0.598 -1.260 -1.597  -0.5588
C -0.030 -0.350 -0.612  0.6051
C -1.130 -1.058 0.158  -0.0064
C -1.821 -0.053 1.117  -1.3019
O -2.164 -1.491 -0.749  -0.5370
C 1.032 0.217 0.329  -1.1281
N 1.038 1.675 0.291  -0.2284
C 2.173 2.316 0.919  -0.9160
H 1.594 -1.158 -1.659  0.1752
H 0.154 -2.144 -1.746  0.1261
H -0.548 0.427 -1.183  0.2044
H -0.749 -1.896 0.738  0.2918
H -2.825 0.117 0.743  0.4401
H -1.962 -0.473 2.117  0.2370
H -1.300 0.893 1.099  0.3555
H -1.781 -1.976 -1.487  0.3067
H 0.803 -0.077 1.350  0.2953
H 2.020 -0.222 0.119  0.5178
H 0.935 1.987 -0.667  0.2218
H 3.117 1.756 0.900  0.3153
H 2.378 3.250 0.417  0.3351
H 1.977 2.532 1.975  0.2493